(1)
Density functional theory data (ωB97M-V/def2-TZVPD) for a structure of composition C10H15BF5IrN2O4SSeSi in a non-equilibrium geometry.

Values from the calculation:
* LUMO (spin up / spin down): 0.1008 / 0.0626 hartree
* spin multiplicity: 2
* HOMO-LUMO gap (spin up / spin down): 7.497 / 6.590 eV
* energy: -122949.9210 eV
* <S²>: 0.77
* M: 664.4 g mol⁻¹
* total charge: -1

```
41
Properties=species:S:1:pos:R:3:lowdin_spin:R:1
Ir 0.360 0.460 0.006 0.299
N 1.615 4.323 -0.137 0.000
C 0.726 3.322 -0.259 0.001
O 0.771 2.520 -1.193 0.004
C -0.391 3.220 0.739 0.006
C -1.208 1.970 0.451 0.007
H 2.494 4.157 -0.617 0.000
H 1.661 4.792 0.751 0.000
H -0.985 4.141 0.671 0.001
H 0.036 3.167 1.745 0.000
H -1.808 2.103 -0.448 0.001
H -1.828 1.702 1.303 0.000
C -3.336 -1.002 -1.606 0.004
Si -2.203 -1.992 -0.470 0.020
C -2.781 -1.761 1.296 0.005
C -2.310 -3.820 -0.906 0.002
C -0.473 -1.317 -0.766 0.033
C 0.502 -2.083 -1.018 0.363
H -4.364 -1.370 -1.579 0.001
H -2.986 -1.040 -2.640 0.000
H -3.336 0.044 -1.293 0.000
H -3.799 -2.141 1.416 0.001
H -2.779 -0.702 1.561 0.000
H -2.136 -2.277 2.008 0.000
H -3.323 -4.210 -0.791 0.000
H -1.646 -4.406 -0.267 0.001
H -1.995 -3.988 -1.939 0.001
F 2.531 -3.450 -0.511 0.030
B 1.613 -3.017 -1.378 0.142
F 1.764 -3.517 -2.613 0.031
Se -1.322 0.103 4.430 -0.001
C -0.457 -0.102 2.906 0.000
N 0.090 -0.244 1.886 -0.001
F 5.322 1.090 1.018 0.000
C 4.604 0.358 0.152 0.000
F 4.275 -0.780 0.764 0.000
F 5.401 0.064 -0.881 0.000
S 3.116 1.308 -0.398 0.005
O 2.407 1.523 0.871 0.014
O 3.719 2.487 -0.967 0.005
O 2.457 0.367 -1.297 0.023
```


(2)
Density functional theory data (ωB97M-V/def2-TZVPD) for a structure of composition C10H15BF5IrN2O4SSeSi in a non-equilibrium geometry.

Values from the calculation:
* LUMO (spin up / spin down): 0.0885 / 0.0285 hartree
* spin multiplicity: 2
* HOMO-LUMO gap (spin up / spin down): 7.344 / 5.723 eV
* energy: -122951.5755 eV
* <S²>: 0.75
* M: 664.4 g mol⁻¹
* total charge: -1

```
41
Properties=species:S:1:pos:R:3:lowdin_spin:R:1
Ir 0.693 0.112 -0.657 0.004
N 4.453 0.001 1.036 0.000
C 3.287 -0.223 0.408 0.000
O 2.378 0.622 0.483 0.000
C 3.083 -1.468 -0.389 0.000
C 1.577 -1.706 -0.511 0.000
H 4.610 0.922 1.410 0.000
H 5.250 -0.562 0.800 0.000
H 3.628 -2.315 0.036 0.000
H 3.524 -1.260 -1.368 0.000
H 1.184 -2.186 0.387 0.000
H 1.335 -2.308 -1.387 0.000
C -1.395 1.876 4.477 0.000
Si -2.256 0.743 3.250 0.000
C -2.768 -0.827 4.145 0.000
C -3.791 1.603 2.603 0.000
C -1.149 0.342 1.877 0.000
C -0.403 0.120 0.933 0.000
H -2.047 2.117 5.321 0.000
H -1.101 2.809 3.993 0.000
H -0.491 1.404 4.867 0.000
H -3.439 -0.604 4.979 0.000
H -1.894 -1.350 4.540 0.000
H -3.283 -1.505 3.463 0.000
H -4.487 1.836 3.415 0.000
H -4.305 0.971 1.877 0.000
H -3.526 2.535 2.101 0.000
F -2.493 -1.926 -1.485 0.002
B -2.100 -0.640 -1.542 0.008
F -3.079 0.245 -1.293 0.002
Se 4.618 0.643 -3.662 0.007
C 3.021 0.641 -2.859 0.004
N 1.980 0.621 -2.335 0.007
F 0.034 -0.365 -6.863 0.036
C 0.372 0.313 -5.765 0.133
F -0.123 1.546 -5.856 0.012
F 1.688 0.372 -5.682 0.014
S -0.353 -0.537 -4.220 0.341
O -1.767 -0.556 -4.528 0.176
O 0.394 -1.770 -4.138 0.199
O -0.857 -0.283 -1.860 0.058
```


(3)
Density functional theory data (ωB97M-V/def2-TZVPD) for an isolated molecule of C10H15Br in a non-equilibrium geometry.

Values from the calculation:
* LUMO (spin up / spin down): 0.0323 / -0.0144 hartree
* spin multiplicity: 3
* HOMO-LUMO gap (spin up / spin down): 7.281 / 8.100 eV
* energy: -80649.5307 eV
* <S²>: 2.02
* M: 215.1 g mol⁻¹

```
26
Properties=species:S:1:pos:R:3:lowdin_spin:R:1
C -0.094 0.821 1.784 0.014
C 0.689 -0.213 1.988 -0.005
C -0.660 1.271 0.508 0.081
C -0.242 1.063 -0.713 0.678
C 0.992 -1.298 0.998 0.067
C 1.655 -0.665 -0.198 0.658
C -2.071 1.850 0.442 0.047
C -0.694 1.465 -2.073 0.104
C -0.258 -2.043 0.672 0.005
C 1.668 -1.489 -1.441 0.082
Br 2.987 0.646 0.093 0.137
H -0.123 1.666 2.585 -0.001
H 1.155 -0.349 2.962 0.001
H 1.826 -2.024 1.431 0.037
H -2.433 1.968 1.526 0.010
H -2.830 1.293 -0.136 0.000
H -1.990 2.831 -0.068 0.001
H -1.462 0.770 -2.276 0.004
H 0.199 1.472 -2.743 0.019
H -1.050 2.538 -1.938 0.018
H -1.142 -1.400 0.296 0.000
H -0.686 -2.501 1.570 0.000
H -0.121 -2.710 -0.150 0.001
H 2.077 -0.904 -2.277 0.000
H 0.636 -1.544 -1.581 0.017
H 1.975 -2.516 -1.261 0.026
```


(4)
Density functional theory data (ωB97M-V/def2-TZVPD) for an isolated molecule of C10H15BrN2 in a non-equilibrium geometry.

Values from the calculation:
* LUMO: 0.0125 hartree
* spin multiplicity: 1
* HOMO-LUMO gap: 8.764 eV
* energy: -83630.3170 eV
* M: 243.1 g mol⁻¹

```
28
Properties=species:S:1:pos:R:3:nbo_charge:R:1
C -2.689 2.181 0.406 -0.433
C -2.450 2.619 -1.029 -0.415
C 4.179 -1.014 -0.333 -0.399
C 3.259 -2.160 -0.651 -0.402
C -2.601 1.161 -0.763 -0.281
C 2.872 -0.761 -1.055 -0.328
C -1.384 0.362 -0.904 -0.084
C 1.805 -0.077 -0.367 0.198
C -1.214 -0.713 0.235 -0.215
C -1.398 -0.174 1.662 -0.655
N -0.234 1.219 -0.765 -0.337
N 0.859 0.565 -0.701 -0.018
Br -2.609 -2.039 -0.064 -0.038
H -1.771 2.236 1.127 0.228
H -3.670 2.255 0.921 0.227
H -3.287 3.139 -1.597 0.211
H -1.475 2.960 -1.315 0.244
H 4.455 -0.815 0.731 0.228
H 5.067 -0.877 -0.952 0.217
H 3.629 -2.847 -1.475 0.242
H 2.566 -2.337 0.161 0.236
H -3.448 0.602 -1.085 0.239
H 3.076 -0.363 -2.008 0.232
H -1.329 -0.277 -1.941 0.202
H -0.230 -1.270 0.082 0.222
H -0.626 0.576 1.867 0.224
H -1.393 -1.046 2.276 0.222
H -2.467 0.212 1.744 0.231
```


(5)
Density functional theory data (ωB97M-V/def2-TZVPD) for a cluster of 3 separate species, C10H15BrN2O2 in total in a non-equilibrium geometry.

Values from the calculation:
* LUMO: 0.0236 hartree
* SMILES: Brc1ccccn1.CCNCC.O=C=O
* spin multiplicity: 1
* HOMO-LUMO gap: 9.327 eV
* energy: -87729.7183 eV
* M: 275.1 g mol⁻¹

```
30
Properties=species:S:1:pos:R:3:nbo_charge:R:1
C 2.566 -0.671 -1.037 -0.291
C 2.253 -2.007 -0.762 -0.162
C 1.624 0.026 -1.757 0.054
C -1.058 1.672 -3.214 1.037
C 1.048 -2.596 -1.150 -0.294
C 0.134 -1.664 -1.649 0.182
C 0.786 1.545 2.490 -0.630
C -2.774 0.345 0.918 -0.631
C 0.177 1.284 1.131 -0.236
C -1.558 -0.317 1.566 -0.222
N 0.440 -0.461 -2.101 -0.469
N -0.326 -0.104 0.870 -0.637
O -1.100 2.460 -2.376 -0.543
O -1.035 1.027 -4.133 -0.495
Br -1.561 -2.350 -2.056 0.068
H 3.566 -0.104 -0.750 0.242
H 2.883 -2.653 -0.162 0.221
H 1.843 1.040 -2.305 0.205
H 0.801 -3.600 -0.828 0.240
H 0.053 1.285 3.289 0.202
H 1.610 0.720 2.635 0.196
H 1.109 2.537 2.694 0.222
H -2.451 0.908 -0.041 0.222
H -3.544 -0.481 0.751 0.216
H -3.271 1.011 1.518 0.204
H 1.030 1.437 0.327 0.185
H -0.616 1.984 0.727 0.211
H -1.598 -1.410 1.544 0.195
H -1.485 -0.014 2.664 0.151
H 0.455 -0.848 1.194 0.354
```


(6)
Density functional theory data (ωB97M-V/def2-TZVPD) for a structure of composition C10H15CaO9Pt in a non-equilibrium geometry.

Values from the calculation:
* LUMO (spin up / spin down): -0.1088 / -0.1109 hartree
* spin multiplicity: 4
* HOMO-LUMO gap (spin up / spin down): 2.717 / 4.069 eV
* energy: -50720.7582 eV
* <S²>: 3.76
* M: 514.4 g mol⁻¹

```
36
Properties=species:S:1:pos:R:3:lowdin_spin:R:1
Ca 3.057 -1.743 -0.816 0.011
Pt -0.259 2.435 -0.060 2.203
C -0.992 1.808 4.221 0.007
C -0.100 2.690 3.315 0.025
O 1.002 3.159 3.706 0.043
O -0.314 2.823 2.111 0.327
H -0.655 0.772 4.235 0.000
H -2.053 2.057 4.192 0.000
H -0.972 2.031 5.288 0.001
C 2.082 -0.446 3.424 0.000
C 2.881 0.151 2.223 0.001
O 3.479 -0.676 1.399 0.001
O 2.995 1.378 1.966 0.002
H 1.301 0.186 3.846 0.000
H 2.813 -0.504 4.230 0.000
H 1.616 -1.319 2.965 0.000
C -0.785 -1.148 1.140 0.001
C 0.147 -0.813 0.093 0.014
O 0.476 0.377 -0.149 0.143
O 0.720 -1.761 -0.487 0.009
H -1.600 -0.436 1.011 0.001
H -0.298 -0.944 2.094 0.000
H -1.060 -2.202 1.088 0.000
C -2.397 -1.579 -3.730 0.000
C -1.023 -1.029 -3.627 0.001
C -0.380 -0.496 -4.982 0.002
O 0.123 0.763 -4.565 0.008
C -0.121 0.915 -3.262 0.023
O 0.346 1.784 -2.557 0.160
O -1.090 0.162 -2.911 0.015
H -2.388 -2.510 -4.297 0.000
H -3.114 -0.851 -4.108 0.000
H -2.646 -1.976 -2.745 0.000
H -0.326 -1.737 -3.178 0.000
H -0.969 -0.230 -5.860 0.000
H 0.504 -1.091 -5.211 0.000
```


(7)
Density functional theory data (ωB97M-V/def2-TZVPD) for an isolated molecule of C10H15Cl2P in a non-equilibrium geometry.

Values from the calculation:
* LUMO: 0.0276 hartree
* SMILES: CC1=C(C)C(C)(P(Cl)Cl)C(C)=C1C
* spin multiplicity: 1
* HOMO-LUMO gap: 8.555 eV
* energy: -44946.4235 eV
* M: 237.1 g mol⁻¹

```
28
Properties=species:S:1:pos:R:3:nbo_charge:R:1
C 0.000 -1.057 -0.583 -0.020
C -0.895 -0.793 0.376 -0.019
C 0.983 0.168 -0.630 -0.320
C -0.731 0.535 0.887 -0.009
C 0.389 1.124 0.360 -0.026
C 0.169 -2.295 -1.301 -0.661
C -2.000 -1.799 0.777 -0.641
C 0.993 0.652 -2.134 -0.617
C -1.775 1.211 1.755 -0.656
C 0.686 2.530 0.734 -0.657
P 2.735 -0.720 -0.414 0.826
Cl 3.920 0.882 -0.295 -0.276
Cl 2.616 -1.386 1.518 -0.286
H -0.325 -2.259 -2.380 0.227
H -0.359 -3.203 -0.644 0.228
H 1.267 -2.567 -1.453 0.227
H -2.438 -1.411 1.778 0.214
H -1.651 -2.845 0.800 0.223
H -2.807 -1.675 0.061 0.221
H 1.800 1.383 -2.373 0.218
H 0.053 1.152 -2.359 0.229
H 1.172 -0.273 -2.739 0.216
H -2.804 1.378 1.206 0.227
H -1.359 2.205 2.199 0.232
H -2.059 0.495 2.593 0.222
H 1.656 2.720 0.176 0.224
H 0.941 2.565 1.791 0.233
H -0.180 3.283 0.293 0.222
```


(8)
Density functional theory data (ωB97M-V/def2-TZVPD) for an isolated molecule of C10H15ClO2S in a non-equilibrium geometry.

Values from the calculation:
* LUMO (spin up / spin down): -0.0103 / -0.0478 hartree
* spin multiplicity: 1
* HOMO-LUMO gap (spin up / spin down): 8.751 / 6.846 eV
* energy: -38060.8038 eV
* M: 234.7 g mol⁻¹

```
29
Properties=species:S:1:pos:R:3:nbo_charge:R:1
C 2.035 1.151 -1.082 -0.206
C 2.025 -0.080 -1.524 -0.175
C 1.312 1.603 0.123 -0.416
C 1.186 -1.186 -0.992 -0.565
C -0.946 0.988 -0.563 -0.663
C -2.015 -1.592 -0.760 -0.565
C 0.136 0.724 0.464 -0.193
C 0.424 -0.751 0.277 0.328
C -0.522 1.163 1.807 -0.626
C 0.611 -1.647 1.444 -0.739
O -2.990 0.152 0.967 -0.942
O -3.270 0.836 -1.447 -0.929
S -2.491 0.138 -0.414 2.103
Cl -1.714 -1.879 -2.395 0.059
H 2.742 1.807 -1.466 0.209
H 2.605 -0.259 -2.448 0.214
H 1.959 1.689 1.050 0.232
H 0.896 2.643 -0.190 0.225
H 0.607 -1.717 -1.762 0.259
H 1.914 -2.044 -0.671 0.230
H -1.333 2.003 -0.509 0.254
H -0.528 0.837 -1.564 0.259
H -2.739 -2.389 -0.314 0.251
H -0.107 0.494 2.581 0.207
H -1.574 1.164 1.910 0.263
H -0.259 2.165 2.114 0.214
H 0.668 -2.750 1.210 0.232
H -0.188 -1.568 2.131 0.236
H 1.557 -1.695 2.023 0.243
```


(9)
Density functional theory data (ωB97M-V/def2-TZVPD) for the ion C10H15F3INOP with charge +1 in a non-equilibrium geometry.

Values from the calculation:
* LUMO: -0.1508 hartree
* SMILES: C#C[N@@+](CCCI)(CCC(F)=C(F)F)P(C)O
* spin multiplicity: 1
* HOMO-LUMO gap: 7.417 eV
* energy: -39677.5555 eV
* M: 380.1 g mol⁻¹
* total charge: +1

```
32
Properties=species:S:1:pos:R:3:nbo_charge:R:1
C -2.242 -1.554 -2.054 -0.114
C -1.494 -0.838 -1.409 0.041
N -0.595 0.024 -0.593 -0.528
C -0.901 1.415 -1.060 -0.235
C -0.182 2.644 -0.399 -0.486
C 0.900 2.428 0.733 -0.552
I 0.040 3.181 2.619 0.129
C -0.985 -0.299 0.830 -0.252
C -1.030 -1.874 1.166 -0.474
C -0.350 -2.065 2.605 0.189
F -1.174 -2.144 3.739 -0.304
C 1.057 -2.191 2.752 0.715
F 1.903 -1.077 2.684 -0.299
F 1.711 -3.389 3.011 -0.280
P 1.089 -0.604 -1.045 1.228
C 2.054 0.673 -2.009 -0.999
O 0.906 -1.921 -2.119 -0.930
H -2.978 -2.081 -2.710 0.297
H -2.032 1.558 -0.964 0.252
H -0.716 1.441 -2.187 0.245
H 0.309 3.261 -1.228 0.244
H -0.984 3.341 0.020 0.263
H 1.823 3.046 0.474 0.251
H 1.264 1.380 0.925 0.219
H -2.050 0.088 0.976 0.252
H -0.348 0.185 1.622 0.273
H -2.111 -2.209 1.275 0.278
H -0.424 -2.515 0.467 0.230
H 2.708 1.253 -1.272 0.277
H 1.449 1.441 -2.573 0.254
H 2.791 0.104 -2.671 0.303
H 0.591 -2.702 -1.605 0.511
```


(10)
Density functional theory data (ωB97M-V/def2-TZVPD) for the ion C10H15FN3O with charge +1 in a non-equilibrium geometry.

Values from the calculation:
* LUMO (spin up / spin down): -0.1347 / -0.1108 hartree
* spin multiplicity: 1
* HOMO-LUMO gap (spin up / spin down): 5.573 / 7.738 eV
* energy: -19836.4623 eV
* M: 212.2 g mol⁻¹
* total charge: +1

```
30
Properties=species:S:1:pos:R:3:nbo_charge:R:1
C -2.234 1.820 -0.389 -0.155
C -3.493 1.340 -0.314 -0.220
C -1.330 -0.392 0.170 -0.257
C -1.111 0.959 -0.072 -0.127
C -3.754 -0.058 -0.119 0.142
C -2.658 -0.860 0.166 0.333
C 3.614 0.177 0.557 -0.224
C 2.458 1.222 0.531 -0.092
C 0.189 1.522 0.155 0.104
C 1.939 -1.198 -0.727 0.164
N -5.054 -0.395 -0.106 -0.775
N 1.865 -2.342 0.035 -0.875
N 3.342 -0.774 -0.561 -0.538
O 1.191 0.625 0.354 -0.494
F -3.024 -2.084 0.708 -0.339
H -1.922 2.769 -0.517 0.205
H -4.297 1.950 -0.488 0.212
H -0.575 -1.022 0.460 0.206
H 4.513 0.566 0.307 0.222
H 3.585 -0.470 1.426 0.224
H 2.235 1.801 1.545 0.244
H 2.796 1.811 -0.341 0.190
H 0.309 2.540 0.091 0.186
H 1.617 -1.225 -1.704 0.189
H -5.743 0.333 0.151 0.412
H -5.238 -1.338 -0.156 0.403
H 1.521 -2.014 0.906 0.389
H 1.446 -3.165 -0.344 0.412
H 3.905 -0.490 -1.309 0.423
H 3.907 -1.606 -0.415 0.438
```


(11)
Density functional theory data (ωB97M-V/def2-TZVPD) for a cluster of 2 separate species, C10H15FN5OS in total in a non-equilibrium geometry.

Values from the calculation:
* LUMO: 0.0699 hartree
* spin multiplicity: 1
* HOMO-LUMO gap: 6.115 eV
* energy: -33659.0221 eV
* M: 272.3 g mol⁻¹
* total charge: -1

```
33
Properties=species:S:1:pos:R:3:nbo_charge:R:1
C 1.855 -2.237 1.170 -0.267
O 0.859 -2.395 0.138 -0.552
C 1.229 -1.719 -1.081 -0.106
C 1.161 -0.110 -0.838 -0.001
C 2.536 0.632 -0.715 -0.297
C 2.580 2.169 -0.505 -0.139
C 1.188 2.898 -0.394 0.075
N 1.081 4.324 -0.166 -0.468
S -0.606 4.550 -0.193 0.780
N -1.390 3.039 -0.421 -0.640
C -0.223 2.159 -0.518 0.106
C -0.243 0.590 -0.753 -0.057
C -1.571 -0.269 -0.938 -0.471
C -2.268 -0.752 0.433 0.424
N -2.911 -2.096 0.137 -0.862
N -3.358 0.178 0.841 -0.875
N -1.327 -0.995 1.569 -0.851
H 1.933 -1.164 1.581 0.203
H 2.895 -2.573 0.821 0.166
H 1.552 -2.895 2.074 0.190
H 2.288 -1.977 -1.429 0.177
H 0.527 -1.922 -1.963 0.196
H 3.531 0.070 -0.790 0.223
H 3.615 2.683 -0.450 0.361
H -1.397 -1.221 -1.574 0.217
H -2.341 0.352 -1.512 0.235
H -2.157 -2.728 -0.190 0.356
H -3.527 -1.969 -0.691 0.358
H -3.054 1.148 0.672 0.383
H -3.638 0.055 1.822 0.361
H -1.664 -1.885 1.999 0.363
H -1.508 -0.295 2.318 0.357
F 4.352 4.356 -0.456 -0.942
```


(12)
Density functional theory data (ωB97M-V/def2-TZVPD) for the ion C10H15IN4 with charge +2 in a non-equilibrium geometry.

Values from the calculation:
* LUMO: -0.3586 hartree
* SMILES: C[NH2+][C@@]1(I)N=C(C(C)C)c2cncc[n+]21
* spin multiplicity: 1
* HOMO-LUMO gap: 7.396 eV
* energy: -24653.9498 eV
* M: 318.2 g mol⁻¹
* total charge: +2

```
30
Properties=species:S:1:pos:R:3:nbo_charge:R:1
C -1.532 -3.771 0.405 0.047
C -2.105 -2.492 0.682 0.078
C 0.199 -2.860 -0.820 0.088
C -0.208 -1.598 -0.310 0.129
C 0.313 -0.227 -0.480 0.384
C -1.561 -0.021 0.686 0.381
C 0.811 0.099 -2.778 -0.576
C 1.817 1.594 -1.066 -0.606
C -0.867 1.560 2.606 -0.421
C 1.507 0.129 -1.320 -0.271
N -0.376 -3.913 -0.266 -0.263
N -0.508 0.624 0.111 -0.521
N -1.346 -1.440 0.469 -0.341
N -1.774 0.386 2.267 -0.514
I -3.466 0.485 -0.605 0.279
H -2.129 -4.702 0.759 0.285
H -3.075 -2.258 1.072 0.259
H 1.013 -2.900 -1.550 0.267
H 0.276 1.158 -2.934 0.245
H 0.184 -0.783 -2.811 0.198
H 1.699 0.129 -3.404 0.258
H 1.043 2.300 -1.286 0.237
H 2.559 1.830 -1.729 0.239
H 2.316 1.634 -0.173 0.223
H 0.073 1.200 2.783 0.236
H -0.618 2.340 1.903 0.287
H -1.341 2.013 3.417 0.247
H 2.261 -0.545 -1.349 0.247
H -2.712 0.643 2.444 0.456
H -1.521 -0.521 2.656 0.443
```